(1)
Formula: C4H12N2S
Source: OMol25
Level of theory: the ωB97M-V functional and the def2-TZVPD basis

Structure (ORCA input):
```
! RIJCOSX wB97M-V def2-TZVPD def2/J DEFGRID3
* xyz 0 1
N 1.541 -2.108 -1.319
C 1.977 -0.963 -0.455
C 0.836 0.028 -0.652
N -0.500 -0.474 -0.447
C -1.246 0.276 0.728
C -1.456 1.739 0.554
S -2.693 2.770 1.594
H 2.181 -2.298 -2.068
H 1.624 -2.849 -0.642
H 1.985 -1.195 0.733
H 2.929 -0.477 -0.657
H 1.110 0.882 0.045
H 0.982 0.266 -1.718
H -0.368 -1.558 -0.271
H -2.205 -0.306 0.764
H -0.592 0.150 1.716
H -1.543 1.800 -0.585
H -0.770 2.399 1.175
H -3.790 1.919 1.507
*
```

Results
Orbital gap (eV): 9.606
Strongest force on any atom (hartree/bohr): 0.081
Molar mass (g/mol): 120.22
HOMO (eV): -8.68
Electronic energy (eV): -18155.2438

=====

(2)
Formula: C32H45BiN12O7P2
Source: OMol25
Level of theory: the ωB97M-V functional and the def2-TZVPD basis

Structure (ORCA input):
```
! RIJCOSX wB97M-V def2-TZVPD def2/J DEFGRID3
* xyz 0 1
Bi -0.931 -0.210 0.032
C 0.393 2.961 5.844
C -0.195 2.083 4.799
C -1.329 1.389 4.835
C -1.536 0.567 3.594
C -1.488 1.456 2.351
N -2.262 1.320 1.245
C -3.609 1.146 1.282
C -4.384 1.324 2.442
C -5.743 1.096 2.454
C -6.408 0.670 1.309
C -7.872 0.348 1.315
C -5.674 0.567 0.138
C -4.312 0.848 0.092
N -3.686 0.899 -1.167
C -4.289 1.188 -2.335
C -3.317 1.253 -3.313
C -2.125 0.992 -2.652
N -2.375 0.795 -1.364
C -0.331 2.159 2.344
C 0.553 1.829 3.511
N 0.099 2.916 1.257
C 0.646 4.148 1.285
C 0.789 4.549 -0.023
C 0.281 3.483 -0.776
N -0.129 2.508 0.013
H -0.200 2.931 6.754
H 1.410 2.641 6.072
H 0.435 3.988 5.481
H -2.010 1.343 5.667
H -2.385 -0.112 3.610
H -3.892 1.664 3.341
H -6.290 1.220 3.378
H -8.252 0.286 2.331
H -8.439 1.113 0.783
H -8.050 -0.605 0.821
H -6.175 0.238 -0.760
H -5.344 1.351 -2.414
H -3.458 1.457 -4.353
H -1.117 0.925 -3.005
H 1.543 2.276 3.461
H 0.868 4.647 2.207
H 1.177 5.483 -0.377
H 0.186 3.396 -1.841
C 3.149 0.880 1.131
N 3.896 -0.271 0.650
C 5.146 0.084 0.007
P 2.970 -1.524 0.053
O 1.581 -1.537 0.497
O 3.104 -1.404 -1.593
P 2.333 -0.315 -2.542
O 1.267 0.387 -1.825
N 3.534 0.687 -3.098
C 3.434 2.106 -2.862
C 4.805 0.213 -3.590
N 1.878 -1.263 -3.821
C 2.303 -1.157 -5.191
C 0.989 -2.362 -3.525
N 3.754 -2.952 0.384
C 3.050 -4.142 -0.049
C 5.183 -3.117 0.479
H 3.788 1.463 1.799
H 2.285 0.516 1.679
H 2.805 1.528 0.313
H 5.908 0.282 0.769
H 5.035 0.983 -0.611
H 5.479 -0.732 -0.630
H 2.477 2.298 -2.383
H 3.484 2.658 -3.805
H 4.239 2.464 -2.209
H 4.769 -0.870 -3.674
H 5.622 0.490 -2.913
H 5.025 0.645 -4.573
H 2.838 -0.225 -5.345
H 1.423 -1.163 -5.841
H 2.948 -1.997 -5.483
H 0.639 -2.247 -2.502
H 1.494 -3.328 -3.637
H 0.119 -2.338 -4.186
H 1.985 -3.928 -0.067
H 3.234 -4.948 0.664
H 3.364 -4.477 -1.043
H 5.603 -2.274 1.019
H 5.670 -3.214 -0.499
H 5.386 -4.025 1.050
O -0.411 -0.317 3.456
O 0.810 0.410 3.444
C -0.993 -3.689 -0.524
C -1.740 -2.859 -1.566
O -2.519 -3.388 -2.329
O -1.466 -1.588 -1.641
H -0.410 -4.432 -1.066
H -1.708 -4.215 0.107
H -0.342 -3.062 0.080
N -2.426 -1.379 0.968
C -3.164 -2.247 1.280
N -3.859 -3.084 1.834
C -4.840 -3.897 1.661
N -5.705 -4.655 1.628
*
```

Results
Orbital gap (eV): 7.304
Strongest force on any atom (hartree/bohr): 0.038
Molar mass (g/mol): 980.72
HOMO (eV): -7.03
Electronic energy (eV): -90545.0579

=====

Repeat the second record exactly.
Formula: C32H45BiN12O7P2
Source: OMol25
Level of theory: the ωB97M-V functional and the def2-TZVPD basis

Structure (ORCA input):
```
! RIJCOSX wB97M-V def2-TZVPD def2/J DEFGRID3
* xyz 0 1
Bi -0.931 -0.210 0.032
C 0.393 2.961 5.844
C -0.195 2.083 4.799
C -1.329 1.389 4.835
C -1.536 0.567 3.594
C -1.488 1.456 2.351
N -2.262 1.320 1.245
C -3.609 1.146 1.282
C -4.384 1.324 2.442
C -5.743 1.096 2.454
C -6.408 0.670 1.309
C -7.872 0.348 1.315
C -5.674 0.567 0.138
C -4.312 0.848 0.092
N -3.686 0.899 -1.167
C -4.289 1.188 -2.335
C -3.317 1.253 -3.313
C -2.125 0.992 -2.652
N -2.375 0.795 -1.364
C -0.331 2.159 2.344
C 0.553 1.829 3.511
N 0.099 2.916 1.257
C 0.646 4.148 1.285
C 0.789 4.549 -0.023
C 0.281 3.483 -0.776
N -0.129 2.508 0.013
H -0.200 2.931 6.754
H 1.410 2.641 6.072
H 0.435 3.988 5.481
H -2.010 1.343 5.667
H -2.385 -0.112 3.610
H -3.892 1.664 3.341
H -6.290 1.220 3.378
H -8.252 0.286 2.331
H -8.439 1.113 0.783
H -8.050 -0.605 0.821
H -6.175 0.238 -0.760
H -5.344 1.351 -2.414
H -3.458 1.457 -4.353
H -1.117 0.925 -3.005
H 1.543 2.276 3.461
H 0.868 4.647 2.207
H 1.177 5.483 -0.377
H 0.186 3.396 -1.841
C 3.149 0.880 1.131
N 3.896 -0.271 0.650
C 5.146 0.084 0.007
P 2.970 -1.524 0.053
O 1.581 -1.537 0.497
O 3.104 -1.404 -1.593
P 2.333 -0.315 -2.542
O 1.267 0.387 -1.825
N 3.534 0.687 -3.098
C 3.434 2.106 -2.862
C 4.805 0.213 -3.590
N 1.878 -1.263 -3.821
C 2.303 -1.157 -5.191
C 0.989 -2.362 -3.525
N 3.754 -2.952 0.384
C 3.050 -4.142 -0.049
C 5.183 -3.117 0.479
H 3.788 1.463 1.799
H 2.285 0.516 1.679
H 2.805 1.528 0.313
H 5.908 0.282 0.769
H 5.035 0.983 -0.611
H 5.479 -0.732 -0.630
H 2.477 2.298 -2.383
H 3.484 2.658 -3.805
H 4.239 2.464 -2.209
H 4.769 -0.870 -3.674
H 5.622 0.490 -2.913
H 5.025 0.645 -4.573
H 2.838 -0.225 -5.345
H 1.423 -1.163 -5.841
H 2.948 -1.997 -5.483
H 0.639 -2.247 -2.502
H 1.494 -3.328 -3.637
H 0.119 -2.338 -4.186
H 1.985 -3.928 -0.067
H 3.234 -4.948 0.664
H 3.364 -4.477 -1.043
H 5.603 -2.274 1.019
H 5.670 -3.214 -0.499
H 5.386 -4.025 1.050
O -0.411 -0.317 3.456
O 0.810 0.410 3.444
C -0.993 -3.689 -0.524
C -1.740 -2.859 -1.566
O -2.519 -3.388 -2.329
O -1.466 -1.588 -1.641
H -0.410 -4.432 -1.066
H -1.708 -4.215 0.107
H -0.342 -3.062 0.080
N -2.426 -1.379 0.968
C -3.164 -2.247 1.280
N -3.859 -3.084 1.834
C -4.840 -3.897 1.661
N -5.705 -4.655 1.628
*
```

Results
Orbital gap (eV): 7.304
Strongest force on any atom (hartree/bohr): 0.038
Molar mass (g/mol): 980.72
HOMO (eV): -7.03
Electronic energy (eV): -90545.0579

=====

Among the records above, which one has the highest strongest force on any atom?
C4H12N2S

=====

Among the records above, which one has the highest electronic energy?
C4H12N2S

=====

Which value of orbital gap does entry 2 give?
7.304 eV